No. 1
Here is a structure of composition C31H44AuN2OS2Si2 from the OMol25 dataset. Energies are from wB97M-V/def2-TZVPD.

Orbital gap in eV: 6.852
E_HOMO in eV: -10.143
Net charge: +1

XYZ file:
```
83
Properties=species:S:1:pos:R:3:forces:R:3:mulliken_charge:R:1
Au 1.51913 -0.97120 0.25319 -0.1 0.1 0.1 0.924
C -3.29779 -2.57217 2.59550 0.0 0.0 0.0 -0.713
Si -2.00801 -3.69917 3.33785 0.0 0.0 0.0 0.165
C -1.74871 -5.22283 2.29360 0.0 0.0 0.0 -1.015
C -2.46180 -4.15537 5.08768 0.0 0.0 0.0 -1.128
C -0.35865 -2.74901 3.42077 0.0 0.0 0.0 0.189
C 0.31082 -2.50865 4.61875 0.0 0.0 0.0 -0.098
C 1.50504 -1.79097 4.67009 0.0 0.0 0.0 -0.973
C 2.02334 -1.29061 3.49632 -0.1 0.1 0.0 -0.394
N 1.40253 -1.50563 2.33492 0.0 0.0 0.0 -0.449
C 0.26601 -2.22176 2.29257 0.1 -0.1 0.0 0.367
S -0.25323 -2.36249 0.60937 0.0 0.0 0.1 -0.203
H -4.27446 -3.06118 2.62186 0.0 0.0 0.0 0.427
H -3.08308 -2.32258 1.55489 0.0 0.0 0.0 0.097
H -3.37757 -1.63937 3.15828 0.0 0.0 0.0 0.246
H -2.65027 -5.83934 2.29823 0.0 0.0 0.0 0.366
H -0.92708 -5.82984 2.67834 0.0 0.0 0.0 0.342
H -1.52468 -4.97086 1.25564 0.0 0.0 0.0 0.310
H -3.40999 -4.69688 5.08704 0.0 0.0 0.0 0.328
H -2.59008 -3.27547 5.72147 0.0 0.0 0.0 0.325
H -1.71722 -4.80713 5.54918 0.0 0.0 0.0 0.349
H -0.10615 -2.89016 5.54311 0.0 0.0 0.0 0.435
H 2.01532 -1.61666 5.60604 0.0 0.0 0.0 0.418
H 2.93312 -0.70611 3.46159 0.0 0.0 0.0 0.460
C 1.23443 -0.74277 -1.74945 0.1 0.1 0.0 -0.750
Si -0.22562 0.37724 -2.15549 0.0 0.0 0.0 -0.856
C -0.38727 1.80981 -0.91363 -0.2 0.3 -0.1 -0.817
N -0.42488 1.44626 0.49123 0.4 -0.6 0.0 0.844
C 0.43018 2.17130 1.40962 -0.1 0.3 0.0 -0.057
C -0.21911 3.40377 2.06014 0.0 0.0 0.0 -0.870
C -1.70075 3.13303 2.36139 -0.1 0.0 0.0 -0.789
C -1.98392 1.63589 2.39570 -0.1 0.0 0.0 -0.902
C -1.72781 1.04578 1.01345 -0.1 -0.1 0.1 -0.207
C 0.16942 1.14349 -3.82213 0.0 0.1 0.0 0.550
C -0.11090 2.48433 -4.10177 0.0 0.0 0.0 -0.152
C 0.19369 3.04028 -5.33735 0.0 0.0 0.0 -0.770
C 0.78853 2.26269 -6.31947 0.0 0.0 0.0 -0.513
C 1.07669 0.92894 -6.06378 0.0 0.0 0.0 -0.771
C 0.77028 0.37984 -4.82780 0.0 0.0 0.0 -0.404
C -1.80133 -0.62486 -2.18759 0.0 0.0 0.0 0.985
C -1.79997 -2.02052 -2.20761 0.0 0.0 0.0 -0.338
C -2.98623 -2.74135 -2.23486 0.0 0.0 0.0 -0.737
C -4.20095 -2.07285 -2.24696 0.0 0.0 0.0 -0.557
C -4.22601 -0.68452 -2.23636 0.0 0.0 0.0 -0.818
C -3.03763 0.02811 -2.20597 0.0 0.0 0.0 -0.090
H 2.16827 -0.30235 -2.10911 0.0 -0.1 0.0 0.248
H 1.15943 -1.73561 -2.19604 -0.1 0.0 0.0 0.722
H -1.29133 2.38014 -1.19159 0.0 0.1 0.0 0.417
H 0.43257 2.51634 -1.08103 0.0 -0.1 0.0 0.796
H 1.33075 2.47351 0.86773 -0.2 0.0 0.1 -0.298
H 0.76860 1.49295 2.20171 0.0 0.0 0.0 0.268
H -0.12130 4.27559 1.40983 0.0 0.0 0.0 0.306
H 0.32289 3.63673 2.98012 0.0 0.0 0.0 0.410
H -2.32281 3.57186 1.57578 0.0 0.0 0.0 0.266
H -1.99726 3.61274 3.29432 0.0 0.0 0.0 0.434
H -3.02439 1.45020 2.66707 0.0 0.0 0.0 0.495
H -1.36926 1.13679 3.15239 0.0 0.0 0.0 0.276
H -2.50871 1.41672 0.33716 0.0 0.0 0.0 0.304
H -1.82931 -0.04610 1.03295 0.0 0.0 0.0 -0.228
H -0.58039 3.11191 -3.35263 0.0 0.0 0.0 0.314
H -0.03911 4.07873 -5.53522 0.0 0.0 0.0 0.421
H 1.02199 2.69264 -7.28475 0.0 0.0 0.0 0.404
H 1.53504 0.31675 -6.82974 0.0 0.0 0.0 0.422
H 0.99774 -0.66655 -4.65080 0.0 0.0 0.0 0.360
H -0.86229 -2.56603 -2.19212 0.0 0.0 -0.1 0.330
H -2.96130 -3.82328 -2.24788 0.0 0.0 0.0 0.467
H -5.12762 -2.63141 -2.26852 0.0 0.0 0.0 0.421
H -5.17224 -0.15930 -2.25382 0.0 0.0 0.0 0.431
H -3.08031 1.11194 -2.20299 0.0 0.0 0.0 0.356
O 3.32355 0.12935 0.13852 0.1 0.0 -0.2 -0.806
S 3.59659 1.64396 0.22414 0.2 0.0 0.0 0.460
C 5.40031 1.69164 0.02000 0.0 0.0 0.0 -0.614
C 5.69286 2.59649 -1.17091 0.0 0.0 0.0 -0.727
C 4.60202 2.29781 -2.19602 0.0 0.0 0.0 -0.694
C 3.29469 2.36576 -1.41804 -0.1 -0.1 0.0 0.527
H 5.64773 0.64928 -0.18936 0.0 0.0 0.0 0.293
H 5.86044 1.99441 0.95761 0.0 0.0 0.0 0.446
H 6.69562 2.40688 -1.55112 0.0 0.0 0.0 0.393
H 5.64955 3.64633 -0.87276 0.0 0.0 0.0 0.301
H 4.73468 1.30297 -2.62508 0.0 0.0 0.0 0.300
H 4.59737 3.01444 -3.01604 0.0 0.0 0.0 0.429
H 2.46042 1.82411 -1.86292 0.0 0.0 0.0 -0.960
H 2.97710 3.39319 -1.22840 0.0 0.0 0.0 0.553
```
Forces are in eV/Å.


No. 2
Here is a structure of composition C23H13Cl7IN2O4PSe2Ti at a distorted geometry from the OMol25 dataset. Energies are from wB97M-V/def2-TZVPD.

Orbital gap in eV: 5.742
E_HOMO in eV: -2.299
Net charge: -2

XYZ file:
```
54
Properties=species:S:1:pos:R:3:forces:R:3:mulliken_charge:R:1
Ti 1.16184 -1.50517 -1.72701 -0.5 0.2 -0.3 1.116
Cl -1.13882 -7.52863 0.21649 0.0 0.0 0.0 -0.253
C -0.92185 -6.03629 -0.63726 -0.1 0.0 -0.1 0.416
C -1.40891 -5.89712 -1.92952 0.0 0.0 0.1 0.168
Cl -2.23631 -7.21174 -2.69884 0.0 0.0 0.0 -0.252
C -1.23053 -4.68924 -2.61391 -0.2 0.2 -0.1 0.264
Cl -1.81336 -4.48237 -4.23301 0.0 0.0 0.0 -0.250
C -0.59083 -3.61957 -2.00879 0.2 -0.2 0.1 0.217
O -0.33140 -2.45620 -2.57549 0.2 0.1 0.1 -0.468
C -0.07397 -3.77074 -0.69704 0.0 -0.2 -0.1 0.032
O 0.58543 -2.73526 -0.24286 0.3 -0.2 -0.1 -0.159
C -0.25138 -4.97376 -0.02445 0.0 0.1 0.0 0.192
Cl 0.40329 -5.12058 1.56883 0.0 0.0 0.0 -0.241
Se 1.31018 -0.04273 0.63530 -0.1 0.0 -0.5 -0.448
P 0.21458 1.83931 0.13707 0.1 -0.1 0.0 0.028
Se 0.94699 0.35378 -2.98722 0.0 0.1 -0.1 -0.805
C 1.47493 3.14936 0.49254 0.0 -0.1 0.0 0.262
C 1.99494 3.39540 1.76302 0.0 0.0 0.0 -0.158
C 2.95365 4.37599 1.96058 0.0 0.0 0.0 -0.594
C 3.41982 5.12292 0.88334 0.0 0.0 0.0 -0.364
C 2.92223 4.87736 -0.38702 0.0 0.0 0.0 -0.448
C 1.95346 3.89827 -0.57901 0.0 0.0 0.0 -0.390
C -0.84945 2.10009 1.62817 0.0 0.0 0.0 0.255
C -1.31442 1.05445 2.42203 0.0 0.0 0.0 -0.537
C -2.23049 1.28730 3.44146 0.0 0.0 0.0 -0.498
C -2.69803 2.56950 3.68918 0.0 0.0 0.0 -0.425
C -2.24474 3.62140 2.90146 0.0 0.0 0.0 -0.528
C -1.33778 3.38526 1.88084 0.0 0.0 0.0 -0.599
H 1.64773 2.79922 2.59917 0.0 0.0 0.0 0.354
H 3.34778 4.55339 2.95491 0.0 0.0 0.0 0.353
H 4.17481 5.88583 1.03577 0.0 0.0 0.0 0.342
H 3.29062 5.44435 -1.23428 0.0 0.0 0.0 0.364
H 1.57276 3.68973 -1.57270 0.0 0.0 0.0 0.328
H -0.94719 0.05256 2.23183 0.0 0.0 0.0 0.362
H -2.57822 0.45691 4.04551 0.0 0.0 0.0 0.395
H -3.41262 2.74913 4.48409 0.0 0.0 0.0 0.343
H -2.60485 4.62865 3.07884 0.0 0.0 0.0 0.371
H -0.99845 4.21272 1.26630 0.0 0.0 0.0 0.359
Cl 6.01897 -3.12174 -1.46224 -0.1 0.0 0.0 -0.203
C 4.40338 -2.50363 -0.98475 0.1 -0.2 0.0 0.561
Cl 4.17210 -2.75224 0.74568 0.0 0.0 0.1 -0.106
Cl 4.29617 -0.79744 -1.35770 0.2 0.2 0.0 -0.094
C 3.31352 -3.34368 -1.76758 0.2 -0.2 -0.2 0.355
O 3.28527 -4.52766 -1.54426 0.0 0.0 -0.1 -0.595
O 2.60751 -2.65205 -2.59689 -0.5 0.3 1.1 -0.800
I -5.90817 1.78407 -0.37742 0.1 -0.1 0.0 0.017
C -4.13398 0.82026 -0.84038 -0.2 0.1 0.1 -0.307
C -3.43348 0.90932 -2.02150 0.1 0.0 0.0 -0.434
N -2.35945 0.12051 -1.86510 0.2 0.0 -0.1 0.505
N -2.30238 -0.45410 -0.66671 -0.1 -0.1 0.2 -0.313
C -3.38448 -0.04586 -0.02445 0.0 0.0 -0.1 -0.528
H -3.61733 1.46803 -2.92246 0.0 0.0 0.0 0.441
H -1.53836 0.02924 -2.46789 0.0 0.0 0.0 -0.101
H -3.58071 -0.36653 0.98534 0.0 0.0 0.0 0.501
```
Forces are in eV/Å.


No. 3
Here is a cluster of 2 separate species, C5H10O in total at a distorted geometry from the OMol25 dataset. Energies are from wB97M-V/def2-TZVPD.

Orbital gap in eV: 9.049
E_HOMO in eV: -8.468

XYZ file:
```
16
Properties=species:S:1:pos:R:3:forces:R:3:mulliken_charge:R:1
C 0.15756 1.44940 0.01200 3.6 0.2 1.4 -1.045
C -0.01964 0.04019 -0.43907 -3.4 2.7 -1.1 -0.247
C -1.00729 -0.85334 0.12985 -1.1 -1.3 1.1 -0.365
C -1.78074 0.15019 -0.58894 1.2 -1.2 -0.3 -0.733
H 1.26214 1.45543 0.29481 -1.1 0.9 -0.1 0.327
H -0.39568 1.72517 0.91184 -0.1 -0.2 -0.2 0.332
H 0.01548 2.20315 -0.75664 -0.2 -0.1 -0.1 0.285
H 0.40050 -0.19617 -1.39521 0.1 -0.2 -0.3 0.380
H -1.13897 -0.85208 1.20296 0.1 -0.1 0.2 0.268
H -0.99049 -1.84193 -0.28327 0.0 -0.5 0.0 0.285
H -2.03587 -0.02957 -1.59415 -0.5 -0.4 -0.9 0.281
H -2.42686 0.83055 -0.05611 0.7 0.5 0.1 0.285
C 1.87946 -0.99825 0.58835 4.0 2.5 0.8 -0.116
O 2.69777 -0.05901 0.37786 -2.5 -2.6 0.5 -0.513
H 1.94075 -1.90106 0.00671 -0.5 -0.4 -0.9 0.311
H 1.44186 -1.12267 1.58901 -0.5 0.3 -0.2 0.265
```
Forces are in eV/Å.


No. 4
Here is a structure of composition C2H5NO4 at a distorted geometry from the OMol25 dataset. Energies are from wB97M-V/def2-TZVPD.

Orbital gap in eV: 10.694
E_HOMO in eV: -10.202

XYZ file:
```
12
Properties=species:S:1:pos:R:3:forces:R:3:mulliken_charge:R:1
C -0.67599 -0.05823 0.67316 1.5 2.3 2.8 0.154
C 0.57048 0.23225 -0.15469 -1.9 -1.3 -0.3 0.983
N -0.25051 -0.36288 -1.30417 0.8 0.7 -0.4 -0.536
O -1.24229 1.00823 1.06279 -0.1 -1.0 -0.8 -0.634
O -0.89164 -1.23368 1.21705 -0.6 0.0 -0.6 -0.404
O 1.67457 -0.53336 0.20120 0.0 0.2 -0.3 -0.482
O 0.71702 1.54711 -0.20335 -1.3 0.4 0.6 -0.759
H -0.37793 1.81414 0.50462 1.4 -1.3 -0.9 0.484
H -1.73140 -1.21834 1.70643 0.1 0.1 0.0 0.388
H 2.44414 -0.03876 -0.11080 0.0 0.0 0.1 0.334
H -0.15484 0.19399 -2.14508 0.0 -0.1 -0.1 0.242
H -0.08160 -1.35045 -1.44716 0.2 0.1 -0.1 0.229
```
Forces are in eV/Å.


Question: Which value of orbital gap does entry 2 give?
Answer: 5.742 eV


Question: What is the formula in the second record?
Answer: C23H13Cl7IN2O4PSe2Ti


Question: Which value of E_HOMO does entry 4 give?
Answer: -10.202 eV


Question: Look up the orbital gap of the fourth one.
Answer: 10.694 eV